ORCA calculation (ωB97M-V with the def2-TZVPD basis set) on a molecular structure, C36H32BF4GeN4O2STc at a distorted geometry.

The calculation puts the frontier orbital gap at 6.2 eV. The energy above the lowest of the compared OMol25 structures with the same formula, charge and spin comes out at 503.1 kJ/mol. As for the charge: +2.

```
82
C36H32BF4GeN4O2STc ωB97M-V with the def2-TZVPD basis set
Tc -0.048 -0.125 -0.483
Ge -0.937 3.479 -0.538
S -0.018 -2.521 2.357
F -2.071 0.030 -3.069
F -0.869 -1.011 -4.669
F 0.169 -0.703 -2.326
F -0.289 1.082 -3.961
O 1.862 -1.754 2.738
O 0.489 -3.770 1.945
N -1.887 -0.993 -0.231
N -1.927 -2.739 1.405
N -0.232 -1.312 1.333
N -2.327 -1.310 7.564
C -0.749 -0.878 4.321
C 0.614 3.172 3.391
C -3.076 -1.409 -0.686
C -1.402 -1.689 0.791
C -1.307 -0.576 5.532
C 3.001 2.341 -1.065
C -0.312 6.652 -4.018
C -4.828 1.950 -1.152
C -3.109 -3.182 0.939
C -1.629 -2.950 5.972
C 2.337 -1.084 0.431
C 0.027 3.864 1.164
C -1.760 5.328 -2.640
C -0.602 -2.218 3.956
C -1.054 -3.258 4.767
C 2.742 1.268 -0.069
C -1.587 6.270 -3.639
C 2.288 -0.770 1.786
C -3.716 -2.507 -0.108
C 2.766 1.524 1.300
C -3.510 2.343 -1.310
C 0.004 2.914 2.176
C -0.655 4.770 -2.013
C -5.453 2.085 0.078
C -3.434 3.004 0.997
C -1.765 -1.604 6.393
C -4.753 2.608 1.152
C 1.332 5.311 2.576
C -2.813 2.883 -0.238
C 0.624 5.166 -2.383
C 0.695 5.063 1.371
C -0.305 1.660 -0.792
C 2.532 -0.062 -0.503
C 2.519 0.522 2.225
C 0.792 6.104 -3.386
C 1.279 4.373 3.593
B -0.984 -0.021 -3.835
H 2.954 3.322 -0.603
H 0.568 2.445 4.191
H -5.243 2.727 2.107
H -3.498 -0.861 -1.514
H -1.400 0.453 5.839
H -0.505 1.970 1.993
H -0.419 -0.103 3.648
H -5.376 1.557 -1.995
H 1.487 4.740 -1.891
H -0.178 7.376 -4.806
H -3.021 2.239 -2.267
H 2.274 2.277 -1.874
H -2.755 5.027 -2.342
H 1.863 6.239 2.724
H 1.750 4.580 4.542
H 2.979 2.520 1.655
H 3.991 2.219 -1.503
H 2.512 0.736 3.282
H -0.956 -4.279 4.438
H -1.988 -3.737 6.615
H -2.641 -2.035 8.189
H -4.670 -2.842 -0.484
H 0.714 5.806 0.585
H -2.896 3.430 1.832
H 2.270 -2.116 0.110
H 1.786 6.414 -3.668
H -3.532 -4.049 1.420
H -2.449 6.713 -4.113
H 2.706 -0.311 -1.545
H -6.486 1.795 0.196
H 2.513 -2.477 2.792
H -2.402 -0.356 7.877
```

---

ORCA calculation (ωB97M-V with the def2-TZVPD basis set) on a molecular structure, C36H32CeClGeN3O3S at a distorted geometry.

The calculation puts the frontier orbital gap at 6.7 eV. Its multiplicity is 2. Its expectation value of S² is 0.751. As for the charge: -1.

```
78
C36H32CeClGeN3O3S ωB97M-V with the def2-TZVPD basis set
Ce 11.959 11.753 7.464
Ge 15.749 10.338 10.870
Cl 6.617 8.904 7.022
S 14.332 12.757 6.331
O 13.226 10.945 9.578
O 9.839 12.240 7.059
O 11.993 12.752 9.681
N 11.857 14.349 7.021
N 13.026 15.086 7.006
N 15.227 15.210 6.809
C 7.114 15.335 6.639
C 12.937 12.013 10.120
C 6.740 13.980 6.603
C 16.953 9.309 6.437
C 10.563 9.142 7.991
C 19.049 10.900 13.404
C 20.101 10.400 12.631
C 16.911 10.786 8.286
C 19.903 9.880 11.375
C 9.199 9.076 8.192
C 14.663 7.384 13.674
C 17.327 10.521 7.031
C 13.685 12.611 11.320
C 12.641 9.301 6.661
C 14.088 14.472 6.707
C 8.407 8.941 7.112
C 9.017 8.861 5.808
C 10.381 8.856 5.638
C 15.243 8.480 13.046
C 17.780 10.878 12.898
C 13.714 6.707 12.983
C 13.197 7.152 11.793
C 18.617 9.879 10.912
C 16.011 8.522 7.129
C 17.541 10.369 11.629
C 16.038 9.944 9.001
C 9.407 14.618 7.042
C 11.219 9.011 6.754
C 8.424 15.615 6.829
C 7.673 12.924 6.717
C 13.756 8.239 11.180
C 10.790 15.078 7.128
C 15.540 8.810 8.405
C 14.842 8.891 11.779
C 9.050 13.255 6.915
C 15.183 12.255 11.188
H 11.025 16.141 6.995
H 8.677 16.633 6.979
H 13.164 9.146 5.713
H 16.010 14.604 7.077
H 13.202 8.976 7.524
H 19.275 11.361 14.375
H 15.051 7.014 14.649
H 8.409 8.782 4.891
H 15.792 12.515 12.084
H 18.081 11.176 6.530
H 13.530 13.688 11.185
H 6.353 16.166 6.553
H 16.098 8.912 13.558
H 13.288 12.197 12.269
H 14.815 8.134 8.805
H 8.820 9.153 9.217
H 15.625 12.791 10.351
H 18.451 9.530 9.877
H 17.430 9.053 5.491
H 17.201 11.743 8.813
H 15.722 7.677 6.582
H 14.962 15.974 7.422
H 13.286 8.556 10.287
H 10.888 8.662 4.687
H 11.178 9.148 8.902
H 17.020 11.335 13.550
H 12.283 6.729 11.380
H 5.663 13.857 6.679
H 13.375 5.789 13.411
H 20.750 9.519 10.816
H 7.410 11.908 6.726
H 21.079 10.514 13.050
```

---

ORCA calculation (ωB97M-V with the def2-TZVPD basis set) on a molecular structure, C36H32GeNNiP2Te4 at a distorted geometry.

The calculation puts the frontier orbital gap (alpha / beta) at 5.6 / 5.6 eV. As for the charge: +1.

```
77
C36H32GeNNiP2Te4 ωB97M-V with the def2-TZVPD basis set
Te -4.152 -0.819 1.231
Te -0.715 -2.925 -0.054
Te -2.625 0.999 -0.015
Te -2.466 -2.792 1.990
Ge -0.509 -0.707 -1.420
Ni -0.149 1.104 0.003
P 0.296 0.912 2.303
P 2.102 0.972 0.309
N 1.971 0.701 1.991
C -1.431 -0.853 -3.135
C -0.624 -1.214 -4.217
C -1.417 -0.650 5.658
C 1.298 4.820 3.134
C -1.220 -0.226 4.349
C -0.619 3.174 -3.564
C 3.692 -2.716 -0.293
C -2.467 -0.881 -5.730
C 0.884 -0.151 6.167
C 2.454 3.597 -0.504
C 0.225 2.712 2.654
C -1.101 4.704 2.992
C 1.383 3.458 2.873
C 2.914 -1.669 0.178
C -3.279 -0.534 -4.657
C 3.050 2.486 0.093
C 4.698 -2.471 -1.221
C 5.011 3.791 0.584
C -2.765 -0.518 -3.365
C 1.087 0.287 4.868
C 0.091 1.530 -1.937
C 1.526 2.115 -3.797
C 0.031 0.231 3.954
C 0.571 3.010 -4.262
C -1.141 -1.229 -5.510
C 3.143 4.804 -0.560
C 4.416 4.899 -0.017
C -0.864 2.429 -2.413
C 4.924 -1.181 -1.685
C -0.364 -0.622 6.561
C 4.148 -0.128 -1.220
C 3.149 -0.369 -0.274
C 1.294 1.391 -2.638
C -1.019 3.344 2.727
C 4.333 2.585 0.639
C 0.060 5.446 3.183
H 3.505 -3.724 0.058
H 6.005 3.872 1.008
H 5.309 -3.289 -1.584
H -0.516 -0.958 7.581
H -3.411 -0.255 -2.545
H -2.869 -0.885 -6.738
H -0.002 6.511 3.378
H 2.119 -1.871 0.884
H 1.702 -0.114 6.878
H 2.482 -0.060 2.418
H 4.953 5.840 -0.062
H -2.394 -1.001 5.969
H 0.749 3.571 -5.174
H 2.680 5.669 -1.021
H 0.416 -1.486 -4.056
H -2.070 5.185 3.046
H 4.796 1.723 1.110
H 2.205 5.392 3.299
H -0.506 -1.513 -6.341
H -1.371 3.869 -3.920
H -1.823 2.551 -1.928
H -2.037 -0.238 3.650
H 2.354 2.978 2.838
H -1.926 2.775 2.599
H 4.326 0.878 -1.582
H 5.707 -0.993 -2.410
H 2.044 0.681 -2.312
H -4.320 -0.279 -4.825
H 2.054 0.683 4.577
H 2.455 1.975 -4.339
H 0.929 -1.174 -1.780
H 1.457 3.521 -0.919
```

---

Number 1: DFT total energy -4740.24004 Eh, molecular weight 842.2 g mol⁻¹. Number 2: DFT total energy -5191.61050 Eh, molecular weight 834.9 g mol⁻¹. Number 3: DFT total energy -6785.63051 Eh, molecular weight 1182.3 g mol⁻¹.